{"formula": "C5H26NO10", "method": "the ωB97M-V functional and the def2-TZVPD basis", "relative_energy_ev": 3.829, "charge": -1, "e_homo_ev": -4.3, "largest_force_ev_per_a": 3.133, "total_energy_ev": -27572.5187, "lumo_energy_ev": 2.88, "gap_ev": 7.147, "elements": ["H", "C", "O", "H", "H", "O", "H", "H", "H", "H", "O", "O", "H", "O", "H", "C", "O", "H", "H", "H", "H", "C", "H", "H", "H", "H", "C", "H", "O", "H", "H", "N", "H", "H", "O", "H", "O", "H", "H", "O", "C", "H"], "coordinates": [[0.0666, -1.6424, -1.9277], [0.8090, 0.4679, -3.3616], [-2.2065, -2.3431, -1.7695], [-2.5874, 2.8555, 0.5093], [0.4763, 1.1120, -4.1884], [2.5621, 2.8773, 1.0865], [0.7255, -0.5280, -3.7972], [-3.3766, 0.8268, 1.8138], [2.1239, 2.4183, 1.8393], [0.0957, 2.1940, 0.4297], [-3.6573, -0.0634, 1.5185], [0.9076, -3.8965, -1.2930], [1.3030, -1.9368, 0.2085], [0.7086, 1.4862, 2.4526], [0.6102, 1.6304, 3.3981], [-1.8813, -0.9868, -2.0348], [1.7600, -1.4390, 4.5005], [-2.7783, -0.4644, 1.5249], [2.6274, -1.3770, 4.1081], [-3.9361, 2.1196, -0.0206], [3.7068, -1.0164, 1.0066], [-0.4097, -0.7094, -1.5338], [0.6864, 0.4803, 2.2782], [-2.0219, -0.8249, -3.0970], [0.0733, -4.2052, -1.6413], [1.2071, -1.5985, 3.6984], [-0.1870, -0.4911, -0.0721], [2.7585, 0.1406, 0.6206], [-3.3864, 2.3628, 0.7263], [-2.4923, -0.2896, -1.4162], [2.9949, 2.2766, 0.4936], [-0.1722, 0.5568, -2.2770], [-2.7189, -2.5702, -0.9939], [1.8442, 0.7369, -3.0909], [0.8639, -1.0369, 1.9906], [-1.0675, -0.0273, 0.4182], [-0.4549, 2.6390, -0.2308], [0.7410, -3.0156, -0.9364], [-0.2689, 3.5755, -0.2078], [3.3493, -0.5213, 0.2633], [0.7204, -1.1588, 0.7040], [-0.1182, 1.3861, -1.6994]]}

{"formula": "C2H4NO", "method": "the ωB97M-V functional and the def2-TZVPD basis", "relative_energy_ev": 0.022, "charge": 1, "e_homo_ev": -16.8, "largest_force_ev_per_a": 4.625, "total_energy_ev": -5667.3106, "smiles": "C=[N+]=CO", "lumo_energy_ev": -5.19, "gap_ev": 11.574, "elements": ["H", "C", "C", "H", "H", "O", "H", "N"], "coordinates": [[-1.4269, 1.6500, 0.7787], [-1.3693, 0.7072, 0.2786], [0.7939, -0.3789, -0.4119], [-2.3593, 0.5044, -0.0006], [1.2135, -0.0242, -1.2638], [1.2571, -1.2835, 0.3950], [2.2173, -1.3639, 0.3414], [-0.3263, 0.1889, -0.1175]]}

{"formula": "CH4NO2SSi", "method": "the ωB97M-V functional and the def2-TZVPD basis", "relative_energy_ev": 5.117, "charge": -1, "e_homo_ev": [-3.3, -3.0], "largest_force_ev_per_a": 2.261, "total_energy_ev": -25398.6922, "lumo_energy_ev": [2.73, 2.69], "gap_ev": [6.028, 5.682], "elements": ["H", "N", "H", "H", "H", "O", "S", "Si", "O", "C"], "coordinates": [[0.6703, 0.3052, -1.1526], [2.0164, -1.3858, 0.8302], [2.5813, -1.7223, -0.0332], [0.6504, 3.1812, -0.6237], [1.5493, -2.2075, 1.2130], [-2.3520, -0.1861, -1.0804], [-0.6130, 2.6838, -0.2114], [-0.2462, 0.5693, -0.0980], [-2.3209, -0.9347, 1.0644], [-1.9356, -0.3031, 0.0918]]}

{"formula": "C2H3N3O", "method": "the ωB97M-V functional and the def2-TZVPD basis", "relative_energy_ev": 2.042, "e_homo_ev": -9.7, "largest_force_ev_per_a": 10.124, "total_energy_ev": -8638.4521, "lumo_energy_ev": 0.74, "gap_ev": 10.453, "elements": ["C", "N", "O", "H", "C", "H", "N", "H", "N"], "coordinates": [[-1.3024, 0.6321, 0.0993], [-1.2637, -0.5764, -0.1210], [1.9472, -0.0929, 0.0107], [-2.1267, 1.2327, 0.0356], [0.6199, 0.0256, -0.0952], [2.0867, 0.7911, 0.1785], [-0.0520, 1.0829, -0.0293], [-2.1022, -1.1489, 0.1925], [-0.0186, -1.0891, 0.0766]]}

Repeat the first record exactly.
{"formula": "C5H26NO10", "method": "the ωB97M-V functional and the def2-TZVPD basis", "relative_energy_ev": 3.829, "charge": -1, "e_homo_ev": -4.3, "largest_force_ev_per_a": 3.133, "total_energy_ev": -27572.5187, "lumo_energy_ev": 2.88, "gap_ev": 7.147, "elements": ["H", "C", "O", "H", "H", "O", "H", "H", "H", "H", "O", "O", "H", "O", "H", "C", "O", "H", "H", "H", "H", "C", "H", "H", "H", "H", "C", "H", "O", "H", "H", "N", "H", "H", "O", "H", "O", "H", "H", "O", "C", "H"], "coordinates": [[0.0666, -1.6424, -1.9277], [0.8090, 0.4679, -3.3616], [-2.2065, -2.3431, -1.7695], [-2.5874, 2.8555, 0.5093], [0.4763, 1.1120, -4.1884], [2.5621, 2.8773, 1.0865], [0.7255, -0.5280, -3.7972], [-3.3766, 0.8268, 1.8138], [2.1239, 2.4183, 1.8393], [0.0957, 2.1940, 0.4297], [-3.6573, -0.0634, 1.5185], [0.9076, -3.8965, -1.2930], [1.3030, -1.9368, 0.2085], [0.7086, 1.4862, 2.4526], [0.6102, 1.6304, 3.3981], [-1.8813, -0.9868, -2.0348], [1.7600, -1.4390, 4.5005], [-2.7783, -0.4644, 1.5249], [2.6274, -1.3770, 4.1081], [-3.9361, 2.1196, -0.0206], [3.7068, -1.0164, 1.0066], [-0.4097, -0.7094, -1.5338], [0.6864, 0.4803, 2.2782], [-2.0219, -0.8249, -3.0970], [0.0733, -4.2052, -1.6413], [1.2071, -1.5985, 3.6984], [-0.1870, -0.4911, -0.0721], [2.7585, 0.1406, 0.6206], [-3.3864, 2.3628, 0.7263], [-2.4923, -0.2896, -1.4162], [2.9949, 2.2766, 0.4936], [-0.1722, 0.5568, -2.2770], [-2.7189, -2.5702, -0.9939], [1.8442, 0.7369, -3.0909], [0.8639, -1.0369, 1.9906], [-1.0675, -0.0273, 0.4182], [-0.4549, 2.6390, -0.2308], [0.7410, -3.0156, -0.9364], [-0.2689, 3.5755, -0.2078], [3.3493, -0.5213, 0.2633], [0.7204, -1.1588, 0.7040], [-0.1182, 1.3861, -1.6994]]}